C29H44N8O6P2Sr as an isolated structure in a non-equilibrium geometry, computed with wB97M-V/def2-TZVPD.

Values from the calculation:
E_LUMO = -5.14 eV
Frontier orbital gap = 8.3927 eV

Geometry as ORCA input:
```
! wB97M-V def2-TZVPD RIJCOSX def2/J DEFGRID3
* xyz 2 1
Sr -0.63604 1.39089 -0.31239
C -4.03158 0.13512 0.62044
C -2.89263 -0.85080 0.34536
O -1.72943 -0.50127 0.10063
N -3.21830 -2.12153 0.30142
C -2.25361 -3.21458 0.10354
C -2.17568 -4.08517 1.36052
C -2.83011 -5.30694 1.37018
C -2.78267 -6.10819 2.49224
C -2.08432 -5.61965 3.56140
C -1.39896 -4.38645 3.43013
N -1.43044 -3.63059 2.34984
H -3.66647 1.18236 0.56002
H -4.36104 -0.00388 1.62425
H -4.85330 -0.09235 -0.07603
H -4.13738 -2.32968 0.49911
H -1.28407 -2.69700 0.03462
H -2.41845 -3.79565 -0.81962
H -3.37666 -5.63637 0.47558
H -3.35659 -7.04955 2.53300
H -1.90970 -6.15028 4.49318
H -0.82397 -4.17724 4.29457
C 5.49242 1.59357 0.77651
N 4.27504 1.10931 0.12693
C 4.37070 -0.20234 -0.46319
P 2.83727 1.87153 0.22324
O 1.81167 0.95677 -0.40465
O 2.43002 2.12313 1.75482
P 1.49250 1.02500 2.59190
O 0.11741 0.89378 1.93148
N 2.39313 -0.30257 2.49774
C 3.74648 -0.46933 3.11548
C 1.86866 -1.46537 1.71348
N 1.29693 1.73921 4.07426
C 0.22449 1.05356 4.80501
C 2.44329 1.82329 4.92353
N 3.03133 3.41116 -0.30560
C 2.35970 4.51468 0.31390
C 3.99064 3.59331 -1.37595
H 6.00113 2.13360 -0.00814
H 6.04476 0.69935 1.11825
H 5.23222 2.22803 1.59768
H 3.44815 -0.57365 -0.91852
H 4.71093 -0.92170 0.24331
H 5.08192 -0.23701 -1.33770
H 4.21632 -1.31805 2.63388
H 3.70641 -0.64613 4.19855
H 4.36080 0.41517 2.93691
H 2.06636 -1.26882 0.68470
H 0.79411 -1.60404 1.75179
H 2.39578 -2.33865 2.04824
H -0.75830 1.45294 4.49080
H 0.33427 1.24570 5.86376
H 0.12872 -0.03390 4.63623
H 3.23674 2.36387 4.43521
H 2.72814 0.83740 5.27232
H 2.08588 2.41987 5.80385
H 3.02813 5.23797 0.70958
H 1.85868 4.08465 1.17924
H 1.67621 5.02581 -0.38107
H 4.22656 2.67180 -1.85466
H 4.93878 4.02264 -1.05291
H 3.59352 4.25888 -2.13803
O -3.93163 -4.88115 -5.12593
C -3.02704 -4.74761 -4.14588
O -2.65121 -5.67769 -3.48933
C -2.68910 -3.29771 -3.84487
C -1.50486 -2.71601 -4.29855
C -1.35200 -1.37127 -4.11940
C -2.33487 -0.61463 -3.46183
C -3.49553 -1.18414 -2.97079
C -3.69633 -2.56156 -3.21149
N -1.96204 0.72204 -3.16573
C -2.47411 1.72865 -3.74243
C -1.96886 3.06010 -3.40336
C -2.00309 4.04722 -4.37652
C -1.67468 5.33482 -3.92985
C -1.15161 5.49910 -2.65686
C -1.07050 4.42947 -1.81586
N -1.53220 3.20343 -2.16094
H -4.11120 -4.02323 -5.58363
H -0.81476 -3.35264 -4.80112
H -0.46341 -0.89913 -4.51248
H -4.32852 -0.69787 -2.41856
H -4.66553 -2.97754 -2.84942
H -3.32778 1.62751 -4.36695
H -2.41313 3.85439 -5.37285
H -1.60144 6.13491 -4.58166
H -0.81363 6.49672 -2.30047
H -0.60745 4.48818 -0.84737
*
```